{
  "formula": "C16H6Cl3F5GeIO4S2Sn",
  "method": "the ωB97M-V functional and the def2-TZVPD basis",
  "multiplicity": 2,
  "charge": 0,
  "e_lumo_ev": [-0.63, -2.43],
  "total_energy_ha": -6179.5560,
  "homo_lumo_gap_ha": [0.2825, 0.2378],
  "species": ["Sn", "F", "C", "C", "F", "C", "F", "C", "S", "C", "F", "C", "F", "O", "S", "O", "O", "O", "I", "C", "C", "C", "C", "C", "C", "C", "C", "C", "C", "H", "H", "H", "H", "H", "H", "Cl", "Ge", "Cl", "Cl"],
  "xyz": [[0.006, 0.782, 0.282], [6.446, 0.827, 3.577], [5.499, 0.815, 2.645], [4.170, 0.685, 3.000], [3.830, 0.566, 4.282], [3.196, 0.675, 2.019], [1.924, 0.536, 2.427], [3.492, 0.789, 0.668], [2.322, 0.764, -0.658], [4.839, 0.914, 0.347], [5.206, 1.026, -0.932], [5.833, 0.929, 1.308], [7.109, 1.051, 0.951], [-2.789, 2.924, 1.549], [-2.347, 1.652, 2.018], [-3.201, 1.100, 3.222], [-0.965, 1.611, 2.590], [-2.389, 0.553, 1.013], [-0.955, 2.653, -1.766], [-1.875, 1.026, -2.673], [-2.698, 1.304, -3.721], [-3.313, 0.238, -4.413], [-3.067, -1.044, -4.032], [-2.211, -1.336, -2.940], [-1.962, -2.683, -2.577], [-1.124, -2.981, -1.549], [-0.519, -1.937, -0.815], [-0.742, -0.618, -1.113], [-1.592, -0.289, -2.208], [-2.881, 2.324, -4.029], [-3.967, 0.453, -5.247], [-3.522, -1.871, -4.564], [-2.449, -3.469, -3.142], [-0.932, -4.011, -1.278], [0.135, -2.211, 0.006], [-3.854, -1.847, 3.457], [-2.291, -0.433, 3.704], [-1.773, -0.005, 5.706], [-0.590, -1.462, 2.887]]
}